(1)
{"formula": "C6H37NO13", "method": "ωB97M-V/def2-TZVPD", "symbols": ["C", "C", "C", "N", "C", "C", "C", "H", "H", "H", "H", "H", "H", "H", "H", "H", "H", "H", "H", "H", "O", "H", "H", "O", "H", "H", "O", "H", "H", "O", "H", "H", "O", "H", "H", "O", "H", "H", "O", "H", "H", "O", "H", "H", "O", "H", "H", "O", "H", "H", "O", "H", "H", "O", "H", "H", "O"], "positions_angstrom": [[-1.902, 1.154, 2.372], [-1.721, 1.311, 0.892], [-0.970, 0.497, 0.156], [-0.850, 0.586, -1.239], [0.325, -0.094, -1.827], [0.211, -0.944, -4.166], [0.295, 0.070, -3.325], [-1.696, 0.141, 2.726], [-1.276, 1.830, 2.960], [-2.918, 1.396, 2.681], [-2.215, 2.152, 0.417], [-0.430, -0.316, 0.596], [-0.936, 1.522, -1.634], [0.286, -1.155, -1.582], [1.255, 0.328, -1.427], [0.154, -1.977, -3.842], [0.175, -0.795, -5.242], [0.357, 1.105, -3.656], [1.818, -2.366, 0.881], [1.863, -1.585, 2.204], [2.362, -1.717, 1.377], [3.714, 1.127, -0.937], [3.953, 0.668, -2.388], [3.734, 1.446, -1.888], [-3.727, -0.651, -2.340], [-2.223, -0.627, -1.846], [-3.040, -1.191, -1.938], [-2.705, -2.383, -3.356], [-3.002, -3.838, -3.827], [-2.633, -2.989, -4.136], [1.122, 1.686, 3.278], [1.092, 1.306, 4.763], [0.566, 1.244, 3.969], [-0.289, -1.715, 2.901], [0.419, -0.535, 3.624], [0.507, -1.497, 3.386], [1.030, 3.433, -0.633], [-0.183, 3.736, 0.328], [0.783, 3.874, 0.229], [0.762, -4.391, 0.593], [-0.270, -3.251, 0.904], [0.497, -3.504, 0.340], [-3.381, -1.463, -0.229], [-3.348, -0.573, 1.019], [-3.486, -1.497, 0.745], [1.476, 3.337, -2.871], [2.234, 2.194, -2.068], [1.362, 2.648, -2.181], [1.698, 3.020, 1.419], [2.818, 3.249, 2.524], [2.212, 2.593, 2.162], [-2.199, -2.236, 1.549], [-1.979, -3.323, 2.648], [-1.508, -2.711, 2.071], [3.117, 1.294, 1.243], [3.152, -0.242, 0.950], [3.541, 0.622, 0.673]], "mulliken_charge": [-1.244, -0.490, -0.205, -0.038, 0.175, -0.922, -0.125, 0.161, 0.291, 0.457, 0.483, 0.363, 0.214, 0.396, -0.152, 0.259, 0.263, 0.250, 0.325, 0.431, -0.733, 0.399, 0.309, -0.735, 0.302, 0.473, -0.941, 0.416, 0.299, -0.653, 0.424, 0.282, -0.696, 0.339, 0.511, -0.780, 0.504, 0.306, -0.836, 0.275, 0.412, -0.709, 0.457, 0.324, -0.841, 0.288, 0.372, -0.704, 0.439, 0.278, -0.761, 0.462, 0.243, -0.690, 0.398, 0.435, -0.762], "e_homo_ev": -8.577}

***

(2)
{"formula": "C6H37NO14", "method": "ωB97M-V/def2-TZVPD", "symbols": ["C", "C", "C", "C", "C", "C", "O", "N", "H", "H", "H", "H", "H", "H", "H", "H", "H", "H", "H", "H", "H", "O", "H", "H", "O", "H", "H", "O", "H", "H", "O", "H", "H", "O", "H", "H", "O", "H", "H", "O", "H", "H", "O", "H", "H", "O", "H", "H", "O", "H", "H", "O", "H", "H", "O", "H", "H", "O"], "positions_angstrom": [[1.627, -1.619, -1.696], [0.816, -0.257, -1.626], [0.328, -0.021, -0.168], [-0.740, -0.560, 0.381], [-1.443, -0.073, 1.540], [-2.723, -0.244, 1.840], [-3.241, 0.177, 3.056], [2.575, -1.889, -0.586], [0.824, -2.369, -1.731], [2.236, -1.694, -2.602], [1.586, 0.470, -1.817], [-0.042, -0.083, -2.285], [1.071, 0.698, 0.172], [-1.061, -1.571, 0.095], [-0.737, 0.482, 2.154], [-3.490, -0.802, 1.355], [-3.054, 1.112, 3.192], [2.422, -1.149, 0.086], [2.209, -2.679, -0.077], [-1.676, -0.777, -3.146], [-2.727, -1.725, -2.873], [-2.638, -0.756, -3.007], [-2.510, 0.778, -1.864], [-2.438, 1.056, -0.499], [-2.539, 1.590, -1.313], [-2.596, 2.789, 0.834], [-1.596, 3.865, 1.044], [-2.428, 3.545, 1.412], [4.252, 0.115, -0.680], [3.603, 1.550, -0.752], [3.712, 0.761, -0.215], [2.663, 3.270, 1.681], [2.317, 2.782, 0.224], [2.112, 2.688, 1.163], [1.279, -1.769, 2.656], [2.722, -1.617, 2.138], [1.929, -2.168, 2.020], [-1.122, 3.322, -3.225], [-1.456, 2.619, -1.938], [-0.671, 2.964, -2.456], [-1.026, -2.737, -1.289], [-1.560, -3.960, -1.947], [-1.720, -3.013, -1.910], [0.483, -2.871, 0.797], [-0.677, -4.049, 0.899], [-0.069, -3.533, 0.351], [2.170, 3.110, -2.531], [1.131, 3.545, -1.512], [2.075, 3.331, -1.604], [-0.222, -1.037, 4.326], [0.908, -0.017, 3.883], [0.625, -0.939, 3.883], [3.872, 0.230, 1.587], [3.512, 0.814, 2.840], [3.572, -0.078, 2.470], [-3.612, -1.090, -1.136], [-4.713, 0.005, -1.063], [-4.103, -0.521, -0.531]], "mulliken_charge": [-0.709, -0.246, 1.074, -0.747, -0.855, -0.106, -0.582, -0.578, 0.383, 0.441, 0.112, 0.262, 0.350, 0.435, 0.160, 0.550, 0.341, 0.099, 0.410, 0.405, 0.328, -0.739, 0.420, 0.190, -0.705, 0.310, 0.327, -0.661, 0.287, 0.218, -0.557, 0.274, 0.237, -0.581, 0.401, 0.357, -0.703, 0.254, 0.420, -0.631, 0.152, 0.210, -0.653, 0.169, 0.265, -0.602, 0.277, 0.302, -0.648, 0.293, 0.303, -0.658, 0.344, 0.294, -0.678, 0.305, 0.299, -0.621], "e_homo_ev": -8.212}

***

(3)
{"formula": "C6H39N2O12", "method": "ωB97M-V/def2-TZVPD", "symbols": ["C", "C", "C", "C", "N", "C", "C", "N", "H", "H", "H", "H", "H", "H", "H", "H", "H", "H", "H", "H", "H", "H", "H", "H", "H", "O", "H", "H", "O", "H", "H", "O", "H", "H", "O", "H", "H", "O", "H", "H", "O", "H", "H", "O", "H", "H", "O", "H", "H", "O", "H", "H", "O", "H", "H", "O", "H", "H", "O"], "positions_angstrom": [[-1.181, -0.748, -3.109], [-1.200, 0.850, -3.155], [0.194, 1.363, -2.588], [0.352, 1.847, -1.385], [1.530, 1.878, -0.688], [1.740, 2.563, 0.574], [2.001, 4.059, 0.402], [-1.308, -1.282, -1.680], [-0.148, -0.936, -3.605], [-2.023, -1.177, -3.806], [-1.507, 1.282, -4.098], [-1.857, 1.135, -2.339], [1.094, 1.027, -3.256], [-0.543, 2.019, -0.796], [2.324, 1.610, -1.265], [2.583, 2.115, 1.114], [0.919, 2.452, 1.287], [1.070, 4.680, 0.502], [2.606, 4.424, 1.281], [2.524, 4.277, -0.540], [-2.212, -0.952, -1.256], [-0.667, -0.756, -0.994], [-1.249, -2.279, -1.642], [-2.458, 1.746, 1.718], [-2.804, 2.651, 0.613], [-3.206, 1.937, 1.109], [-3.541, -1.364, 1.462], [-1.906, -1.922, 1.372], [-2.566, -1.277, 1.786], [2.856, -3.635, 0.184], [1.941, -4.733, 0.700], [2.482, -3.940, 1.034], [3.148, -1.874, -1.086], [4.044, -3.163, -1.425], [3.285, -2.819, -1.088], [-0.792, -4.033, 0.241], [-0.238, -2.890, 1.260], [-1.013, -3.187, 0.636], [1.721, -1.850, 3.466], [1.791, -3.164, 2.454], [1.266, -2.491, 2.829], [-1.399, 3.250, -1.532], [-2.896, 3.346, -1.876], [-2.300, 3.330, -1.069], [4.131, -0.053, -1.953], [4.413, -0.412, -0.370], [3.759, -0.209, -1.094], [-0.362, -1.468, 4.151], [-1.647, -0.849, 4.459], [-0.649, -0.858, 4.823], [-1.348, 1.176, 3.794], [-1.387, 0.086, 2.517], [-1.393, 1.052, 2.881], [1.527, -0.712, -0.398], [0.849, -1.294, 0.876], [0.647, -0.865, -0.021], [-3.260, 0.847, 0.074], [-4.331, 0.031, -0.807], [-3.405, 0.159, -0.680]], "mulliken_charge": [-0.604, -0.353, -0.721, -0.016, 0.083, -0.348, -1.183, 0.254, 0.299, 0.374, 0.423, 0.018, 0.227, 0.301, 0.119, 0.375, 0.107, 0.284, 0.373, 0.311, 0.461, -0.074, 0.331, 0.390, 0.386, -0.685, 0.269, 0.509, -0.605, 0.413, 0.304, -0.732, 0.401, 0.234, -0.663, 0.324, 0.180, -0.774, 0.332, 0.253, -0.581, 0.413, 0.318, -0.634, 0.295, 0.324, -0.639, 0.311, 0.359, -0.663, 0.285, 0.257, -0.696, 0.037, 0.132, -0.113, 0.423, 0.222, -0.625], "e_homo_ev": -10.786, "charge": 1}

***

For reference, LUMO level by record: 0.30 0.16 -2.79 eV.
For reference, relative energy (zero: lowest compared OMol25 entry of this formula, charge and spin) by record: 20.0 94.3 99.6 kcal per mole.